No. 1
Entry from the OMol25 dataset: a molecular structure, C4H2LiNaO2 (ωB97M-V/def2-TZVPD).

The geometry in XYZ format:
```
10
Properties=species:S:1:pos:R:3:forces:R:3
C -0.749381 0.184610 -1.254427 -0.44 0.59 -0.49
C 0.540037 0.296506 -1.152663 2.79 -1.19 1.82
O -1.796050 -0.109346 -0.722031 -1.53 -0.81 0.89
Na -2.797026 -1.123436 1.379246 0.71 0.41 -0.82
H 1.215086 0.840689 -1.820269 -0.28 -0.18 0.30
C 1.181070 -0.318647 0.388833 -0.70 0.77 -0.62
C 2.314443 -1.074152 0.422689 0.57 2.25 -2.99
O 3.077175 -1.171093 -0.627495 -0.52 -1.77 1.33
Li 1.658983 -1.630253 -1.706323 -0.06 0.57 0.42
H 0.961150 0.367374 1.204576 -0.53 -0.64 0.16
```
Positions in Å, forces in eV/Å.

## Properties
**Gap between HOMO and LUMO (alpha / beta)**: 5.294 / 3.659 eV
**Lowest unoccupied orbital energy (alpha / beta)**: -0.0438 / -0.0466 hartree
**Total energy**: -473.7614 Ha



No. 2
Entry from the OMol25 dataset: a molecular structure, C13H19Cl27 (ωB97M-V/def2-TZVPD).

The geometry in XYZ format:
```
59
Properties=species:S:1:pos:R:3:forces:R:3
Cl 8.112988 11.313183 13.691022 0.95 8.90 4.48
C 9.707923 11.849460 14.204206 -0.39 -0.07 2.74
C 9.623999 12.513995 15.530537 0.08 0.92 -0.57
Cl 9.394891 11.296469 16.765331 2.07 -0.04 1.47
H 10.131012 12.479985 13.422203 -0.32 -0.11 1.55
H 10.304416 10.946148 14.332036 -1.17 1.06 0.54
H 8.774565 13.195642 15.574173 0.23 0.20 0.15
H 10.563269 13.059832 15.619551 -0.05 0.00 0.71
Cl 9.974911 8.728832 14.389358 -3.05 1.82 1.52
C 8.527958 8.997618 13.396527 2.21 -5.16 -2.77
C 8.437280 8.003360 12.184025 1.39 0.52 3.20
Cl 9.820404 8.110176 11.079832 -4.64 -0.01 1.79
H 8.474005 10.026384 13.040371 2.27 -4.08 -0.08
H 7.633420 8.762485 13.973250 3.95 1.22 -0.35
H 7.512590 8.247467 11.661098 1.25 0.12 1.97
H 8.425440 6.950097 12.464398 0.03 1.53 0.73
Cl 10.216395 6.056827 13.781218 -3.92 -3.39 -1.83
C 10.238817 5.597303 12.010610 -1.30 -3.28 -0.09
C 8.873128 5.268637 11.431459 0.65 0.03 0.49
Cl 7.974660 4.189215 12.513129 4.15 -4.16 -0.82
H 10.871593 4.710004 11.991076 0.07 0.02 -0.04
H 10.737187 6.411242 11.484079 -1.92 -2.90 0.03
H 8.877103 4.845308 10.427031 0.41 -0.17 0.11
H 8.225501 6.145132 11.410539 1.06 -1.23 -0.97
C 5.481058 10.424345 15.440643 0.98 2.44 -0.61
Cl 4.528349 9.749585 16.673815 -0.57 -0.51 1.06
Cl 6.073321 9.181515 14.346320 -6.66 9.10 3.88
Cl 6.904749 11.365729 16.071570 -3.66 -0.69 1.44
H 4.849939 11.061802 14.821422 0.18 0.15 0.18
C 5.539823 7.828966 9.080945 0.76 -0.65 0.16
Cl 6.962624 8.043349 10.136998 -4.03 -2.60 -2.43
Cl 4.222583 7.200417 10.067078 -1.03 0.92 -1.01
Cl 5.948382 6.691708 7.753378 -0.60 0.68 0.38
H 5.373643 8.861137 8.772539 -0.60 -0.50 -0.78
C 12.234918 7.445033 13.826233 2.41 0.04 -0.20
Cl 11.891652 7.422463 12.038385 8.32 3.11 3.71
Cl 13.274667 8.809726 14.317642 0.74 -0.91 0.28
Cl 12.855476 5.866561 14.327890 1.78 0.40 0.29
H 11.279408 7.621881 14.320022 2.02 -0.45 -0.48
C 6.134544 5.753969 13.156839 -1.72 0.00 -0.07
Cl 4.482753 5.236322 13.543524 -0.25 0.26 0.52
Cl 6.521911 7.360116 13.786065 -0.77 -11.57 -1.56
Cl 6.229808 5.739862 11.407038 -2.36 -0.63 0.55
H 6.824104 5.025516 13.583413 -1.18 1.14 0.46
C 9.615049 9.159337 8.924589 -0.63 -0.01 -3.51
Cl 10.420254 10.014257 7.577207 -0.51 -0.65 -1.04
Cl 8.895100 7.615104 8.385655 2.11 -0.30 -2.07
Cl 8.272442 10.104191 9.499799 3.81 2.11 -3.60
H 10.356456 8.959970 9.698325 -0.35 0.89 -2.35
C 10.567293 10.858664 11.495504 0.34 0.98 1.19
Cl 11.509808 10.671218 10.031710 1.18 1.34 1.64
Cl 9.832267 12.467721 11.598106 0.45 0.79 -3.51
Cl 11.562163 10.574459 12.952220 2.62 0.01 -3.64
H 9.764802 10.122966 11.549087 0.51 0.69 -0.28
C 5.845628 10.602584 10.845692 -0.76 0.91 -1.37
Cl 5.955403 11.789802 9.423010 -0.84 -0.34 1.13
Cl 4.410244 10.967985 11.889981 1.11 -0.19 -0.75
Cl 7.365165 10.644684 11.722776 -6.18 1.34 -2.23
H 5.743826 9.623819 10.376908 -0.63 0.93 0.69
```
Positions in Å, forces in eV/Å.

## Properties
**Gap between HOMO and LUMO**: 8.817 eV
**Lowest unoccupied orbital energy**: -0.0016 hartree
**Total energy**: -12930.6873 Ha



No. 3
Entry from the OMol25 dataset: a gas-phase ion, C4H7N2 (charge +1) (ωB97M-V/def2-TZVPD).

The geometry in XYZ format:
```
13
Properties=species:S:1:pos:R:3:forces:R:3
C -2.630126 -0.192055 0.571903 -2.28 -2.67 3.60
N -1.957377 -0.092309 -0.409782 3.69 0.74 -4.18
N -1.200727 -0.067547 -1.357807 -2.09 -0.31 1.04
C 0.152041 0.018895 -1.191019 1.74 -0.64 0.25
C 0.784453 0.029542 0.016561 -1.44 1.69 -0.73
C 2.194987 0.178616 0.274547 0.70 -2.44 0.02
H -3.120604 0.628336 1.027997 -0.38 0.98 0.32
H -2.752344 -1.216565 1.050139 0.01 1.13 -0.69
H 0.691266 -0.066894 -2.136620 -0.19 0.17 0.38
H 0.220383 0.220587 0.931730 -0.39 -0.51 -0.22
H 2.379547 -0.567975 1.079592 0.42 0.48 -0.31
H 2.364981 1.126898 0.693766 0.29 1.40 0.71
H 2.873519 0.000474 -0.551009 -0.08 0.00 -0.19
```
Positions in Å, forces in eV/Å.

## Properties
**Gap between HOMO and LUMO**: 8.747 eV
**Lowest unoccupied orbital energy**: -0.2275 hartree
**Charge**: +1
**Total energy**: -265.7394 Ha



No. 4
Entry from the OMol25 dataset: a molecular structure, C13H26N3O3SeTi (ωB97M-V/def2-TZVPD).

The geometry in XYZ format:
```
47
Properties=species:S:1:pos:R:3:forces:R:3
Ti 0.086075 0.759046 0.851460 -0.11 -0.07 -0.38
C -3.283686 0.864408 1.067203 0.04 0.01 0.01
O -2.138722 1.037395 0.221977 0.15 0.09 0.03
C -2.295027 2.037503 -0.788685 -0.10 -0.03 0.02
C -1.297480 3.144175 -0.558362 0.02 0.06 0.00
O -0.014183 2.509232 -0.512601 0.08 -0.21 -0.03
C 1.095517 3.377626 -0.234533 -0.10 -0.02 -0.06
C 2.348325 2.543910 -0.330198 0.14 0.02 0.06
O 2.208529 1.386947 0.506179 -0.28 0.10 0.07
C 3.456447 0.876545 1.010138 -0.05 0.03 -0.07
H -4.124337 0.498048 0.476343 0.00 0.00 0.00
H -3.013014 0.137688 1.828035 -0.01 -0.01 -0.01
H -3.543673 1.803704 1.557085 -0.01 0.00 0.00
H -2.123587 1.570175 -1.761835 0.03 -0.01 0.01
H -3.309433 2.438290 -0.775705 0.00 0.00 0.00
H -1.323471 3.866183 -1.378557 0.00 -0.01 0.01
H -1.482337 3.660973 0.388222 0.02 -0.03 0.00
H 1.122579 4.181682 -0.972978 0.03 0.01 0.01
H 0.974135 3.800421 0.766817 0.01 -0.01 0.01
H 2.536438 2.221908 -1.357627 -0.02 -0.01 0.00
H 3.193618 3.147078 0.008616 0.01 -0.03 0.00
H 4.134055 0.686725 0.176738 0.02 -0.01 0.01
H 3.892370 1.601877 1.696916 0.03 0.00 -0.01
H 3.229971 -0.041590 1.542160 0.01 0.01 0.01
Se -0.577283 2.071525 3.122040 -0.04 0.17 0.19
C 0.466103 0.598044 3.125235 0.04 -0.01 0.06
N 1.090616 -0.323485 2.768100 0.09 -0.08 0.16
C 0.896525 -1.367908 -1.120236 0.13 0.06 0.11
C 1.047730 -2.794856 -1.700895 -0.09 -0.04 0.01
N -0.040136 -3.644104 -1.223735 0.07 0.02 0.02
C -1.308059 -2.968739 -1.469251 -0.03 -0.01 0.02
C -1.413601 -1.695399 -0.596711 0.04 -0.01 0.02
N -0.085718 -1.371153 -0.000407 -0.13 -0.08 -0.19
C 0.276008 -2.484300 0.930958 0.03 0.12 -0.05
C 0.106171 -3.843221 0.218329 0.02 0.01 -0.04
H 0.533692 -0.664043 -1.875493 -0.01 0.00 0.00
H 1.851470 -0.994859 -0.740904 0.00 0.00 0.00
H 1.992588 -3.243363 -1.393230 0.00 0.00 0.01
H 1.033282 -2.769202 -2.790913 0.00 0.00 0.00
H -2.125760 -3.655133 -1.247957 0.00 0.00 0.00
H -1.366626 -2.721172 -2.530350 0.01 0.00 0.00
H -2.115824 -1.824533 0.228299 0.00 -0.01 0.00
H -1.745581 -0.841001 -1.183586 0.00 -0.01 -0.01
H -0.344357 -2.393567 1.821505 -0.01 -0.03 -0.01
H 1.304150 -2.322709 1.248499 -0.01 0.02 0.00
H -0.774964 -4.375901 0.577887 -0.01 0.01 0.00
H 0.970449 -4.480851 0.406024 -0.01 0.00 -0.01
```
Positions in Å, forces in eV/Å.

## Properties
**Gap between HOMO and LUMO (alpha / beta)**: 8.099 / 9.025 eV
**2S+1**: 3
**Lowest unoccupied orbital energy (alpha / beta)**: -0.0823 / -0.0824 hartree
**Charge**: +1
**<S²>**: 2.003
**Total energy**: -4151.6104 Ha



No. 5
Entry from the OMol25 dataset: 2 unconnected molecules or ions with the total composition C3H9PSi (ωB97M-V/def2-TZVPD).

The geometry in XYZ format:
```
14
Properties=species:S:1:pos:R:3:forces:R:3
Si -2.184967 0.938377 -0.846707 0.80 -0.12 -0.69
C -1.402977 -0.754245 -0.688215 -0.98 -0.25 -1.57
C -1.195397 -2.017522 -0.974128 0.74 3.22 1.73
C -0.330538 -1.363562 0.127485 -1.88 -2.15 1.39
H -3.525098 0.905441 -1.553475 0.50 0.04 0.57
H -1.269923 1.895098 -1.775962 -0.94 -1.02 1.39
H -2.177749 1.157804 0.650923 -0.31 0.72 -0.73
H -1.417749 -2.866672 -1.519220 -0.35 -1.38 -0.87
H -0.649688 -1.714534 1.195354 1.35 0.97 -1.72
H 0.654783 -1.091477 -0.153904 1.09 -0.03 0.50
P 2.907553 0.873269 1.683227 1.43 1.88 0.05
H 4.065516 1.619748 2.302250 -1.14 -1.03 -0.37
H 3.761924 0.354399 0.687500 0.07 -0.26 0.00
H 2.764311 2.063876 0.864872 -0.38 -0.59 0.32
```
Positions in Å, forces in eV/Å.

## Properties
**Gap between HOMO and LUMO**: 10.221 eV
**Lowest unoccupied orbital energy**: 0.0331 hartree
**Total energy**: -750.3730 Ha



No. 6
Entry from the OMol25 dataset: a molecular structure, C22H23AsN5S6Sc (ωB97M-V/def2-TZVPD).

The geometry in XYZ format:
```
58
Properties=species:S:1:pos:R:3:forces:R:3
Sc 3.120000 0.212551 -0.432359 -0.50 -0.07 0.16
S 6.736589 -1.250044 2.254135 0.03 -0.01 -0.03
As 5.866739 -0.619735 0.435809 0.19 0.07 0.15
S 5.002299 1.397446 0.500766 0.11 0.04 0.09
S 4.268374 -1.914570 -0.300102 -0.04 -0.13 -0.11
S 7.662639 -0.761266 -0.645510 0.10 -0.02 -0.05
S 1.738551 0.090307 1.730749 0.16 0.08 -0.22
C 0.343234 -0.679913 1.084007 -0.01 0.06 0.02
N -0.452470 -1.413851 1.906656 0.00 -0.08 0.04
C -1.744401 -1.863646 1.421915 0.02 0.03 0.02
C -1.573518 -2.376944 0.014395 0.01 0.01 -0.03
N -0.999216 -1.327593 -0.808608 -0.03 -0.03 0.02
C -1.638266 -1.107959 -2.100261 0.05 -0.02 -0.02
C -3.006768 -0.491976 -1.931080 0.00 0.04 0.02
C -3.129383 0.751812 -1.312888 0.02 -0.02 0.00
C -4.378030 1.318858 -1.124651 -0.02 0.00 0.00
C -5.520075 0.650721 -1.552726 0.00 0.01 0.01
C -5.405217 -0.584339 -2.168721 -0.01 -0.01 -0.01
C -4.150660 -1.153723 -2.354009 -0.01 -0.01 -0.02
C -0.010089 -0.550406 -0.294065 -0.03 0.16 -0.13
S 0.775712 0.601639 -1.351254 0.04 -0.20 0.06
C -0.201370 -1.547833 3.341509 0.01 0.00 -0.01
C -0.910036 -0.498133 4.167305 -0.01 0.02 0.02
C -0.233043 0.636239 4.603511 0.01 0.00 -0.02
C -0.893571 1.608918 5.339917 0.00 0.00 0.00
C -2.237882 1.459253 5.647393 0.00 0.01 0.00
C -2.919137 0.326451 5.225416 0.00 0.01 0.00
C -2.255416 -0.646728 4.493863 0.02 -0.02 0.01
H -2.478826 -1.049982 1.439165 0.00 0.00 0.00
H -2.100874 -2.658153 2.076807 0.01 -0.02 -0.01
H -2.538929 -2.656485 -0.405419 -0.01 0.02 0.01
H -0.921027 -3.256430 0.009059 -0.01 0.00 0.00
H -1.715646 -2.070476 -2.612065 -0.02 0.00 0.01
H -0.992858 -0.468228 -2.695972 0.00 0.00 0.00
H -2.238024 1.272805 -0.980411 0.00 0.00 0.00
H -4.463753 2.285522 -0.645319 0.00 0.00 0.00
H -6.495547 1.095332 -1.404934 0.00 0.00 0.00
H -6.290747 -1.109057 -2.503240 0.00 0.00 0.00
H -4.061970 -2.121371 -2.835843 0.00 0.00 0.00
H 0.872876 -1.501813 3.500543 -0.01 0.00 0.02
H -0.542335 -2.544455 3.631009 -0.02 0.01 -0.01
H 0.814039 0.756668 4.356659 -0.02 0.00 0.02
H -0.354042 2.485323 5.674957 0.00 0.00 0.00
H -2.751417 2.219054 6.222145 0.00 0.00 0.00
H -3.964204 0.196151 5.475312 0.00 0.00 0.00
H -2.787583 -1.541106 4.189533 -0.01 -0.01 -0.01
N 3.394038 3.544324 -4.875591 -0.05 -0.02 -0.03
C 3.836428 2.370813 -4.341522 -0.01 0.02 0.05
C 3.366759 1.908758 -3.101236 0.04 -0.02 -0.09
N 3.782554 0.755706 -2.602494 -0.04 0.08 0.00
C 4.662122 0.033759 -3.308908 -0.02 0.03 0.06
C 5.108730 0.504920 -4.528718 0.02 -0.03 0.01
N 4.708143 1.658591 -5.048838 0.00 0.00 0.00
H 2.923821 4.212072 -4.292535 0.02 0.01 0.01
H 3.896272 3.895127 -5.672577 0.01 0.01 0.01
H 2.648706 2.484615 -2.527751 0.00 0.00 0.00
H 5.003496 -0.897125 -2.880043 0.01 0.00 -0.01
H 5.824210 -0.070396 -5.102886 0.00 0.01 -0.01
```
Positions in Å, forces in eV/Å.

## Properties
**Gap between HOMO and LUMO (alpha / beta)**: 7.185 / 5.284 eV
**Lowest unoccupied orbital energy (alpha / beta)**: -0.0388 / -0.0616 hartree
**Total energy**: -6511.7209 Ha



No. 7
Entry from the OMol25 dataset: C6H11N in the gas phase (ωB97M-V/def2-TZVPD).

The geometry in XYZ format:
```
18
Properties=species:S:1:pos:R:3:forces:R:3
C 1.761231 0.228873 1.010634 0.70 0.28 0.45
C 0.645233 0.353909 0.252047 -0.23 -2.03 0.08
C -0.230551 -0.876400 0.451907 2.51 -1.82 -0.01
C -1.229681 -1.304435 -0.291133 -0.98 0.39 -1.76
C -1.965862 -2.598522 -0.140590 1.01 -0.46 0.82
N 0.235933 1.335108 -0.616410 0.21 3.13 0.91
C 0.823372 2.712592 -0.522566 -1.80 -0.28 2.60
H 2.059462 -0.829575 1.177211 -0.53 1.11 0.83
H 2.389985 1.006007 1.476745 -0.10 -0.28 -1.12
H 0.276440 -1.697196 1.150832 -1.51 2.13 -1.11
H -1.533559 -0.769015 -1.226938 0.14 0.11 1.08
H -1.568833 -3.106345 0.776938 0.10 -0.14 -1.09
H -1.839064 -3.180422 -1.106494 -0.55 0.35 1.41
H -2.988578 -2.426310 0.187063 -0.41 0.00 -0.79
H -0.189101 1.168516 -1.506781 -0.28 -0.73 0.22
H 0.987833 3.004559 0.541883 0.10 -0.90 -0.38
H 1.750640 2.802956 -0.972690 1.84 0.13 -1.26
H 0.180796 3.584974 -0.744697 -0.23 -0.99 -0.89
```
Positions in Å, forces in eV/Å.

## Properties
**Gap between HOMO and LUMO**: 8.632 eV
**Lowest unoccupied orbital energy**: 0.0373 hartree
**Total energy**: -289.8661 Ha



No. 8
Entry from the OMol25 dataset: a molecular structure, C3H2IrLiO3 (ωB97M-V/def2-TZVPD).

The geometry in XYZ format:
```
10
Properties=species:S:1:pos:R:3:forces:R:3
C 3.169576 0.342195 0.751491 4.15 1.35 -0.12
C 1.952778 -0.269426 0.876135 -8.17 -2.99 -0.81
O 1.429756 -0.972886 1.721008 2.31 1.67 -1.46
Li -0.451366 -1.544653 1.472838 -0.79 -0.85 0.84
H 3.443095 0.812779 -0.192410 0.27 0.18 -0.17
H 3.867879 0.318017 1.587735 0.36 0.32 0.41
O 0.552198 0.753275 -1.565300 3.73 -0.05 1.36
C 0.535554 -0.008408 -0.590732 4.88 1.15 2.82
Ir -1.328926 0.190112 -1.797911 -8.41 1.27 -6.16
O -0.524471 -0.616660 -0.239792 1.67 -2.05 3.28
```
Positions in Å, forces in eV/Å.

## Properties
**Gap between HOMO and LUMO (alpha / beta)**: 2.373 / 6.206 eV
**2S+1**: 6
**Lowest unoccupied orbital energy (alpha / beta)**: -0.6998 / -0.7041 hartree
**Charge**: +3
**<S²>**: 8.816
**Total energy**: -451.3925 Ha